Molecular formula: C4H8O2
Method: DFT, ωB97M-V/def2-TZVPD

XYZ file:
```
14
Properties=species:S:1:pos:R:3
C -1.47704 0.94961 0.34933
C -0.11660 0.85798 0.07947
O 1.05884 0.38772 1.07686
C 1.72656 -0.41100 0.11413
C 0.32635 -0.54705 -0.40572
O -0.38329 -1.58246 0.08071
H -1.98703 0.13251 0.85017
H -1.98242 1.90773 0.31644
H -1.39848 0.11585 -1.41318
H 0.32582 1.68248 -0.47919
H 2.18197 -1.30825 0.54196
H 2.42870 0.13815 -0.52321
H -0.74710 -0.33876 -1.71452
H 0.04102 -1.93285 0.87968
```

relative energy (zero: lowest compared OMol25 entry of this formula, charge and spin): 170.50 kcal/mol
charge: 0

=====

Molecular formula: C5H6N2OS
Method: DFT, ωB97M-V/def2-TZVPD

XYZ file:
```
15
Properties=species:S:1:pos:R:3
C -1.26601 -0.60002 -0.36727
C -0.47589 -1.16324 0.65456
C 0.72409 0.61367 -0.11168
C -2.46399 -1.07137 -0.85596
C 1.62711 1.57686 -0.24539
N -0.52125 0.51841 -0.72783
N 0.68498 -0.52901 0.64592
O 3.15903 1.28098 0.64699
S -0.96657 -2.42412 1.65172
H -2.90574 -0.59065 -1.82346
H -2.99938 -1.85079 -0.45708
H 2.02795 2.43501 -0.76965
H -0.94362 1.28935 -1.22758
H 1.32453 -0.74035 1.44905
H 2.99475 1.25528 1.53766
```

relative energy (zero: lowest compared OMol25 entry of this formula, charge and spin): 80.56 kcal/mol
charge: 0

=====

Number 1: energy -8365.888 eV, HOMO level -7.96 eV. Number 2: energy -21141.604 eV, HOMO level -8.55 eV.